Computed, not measured: a 9-piece molecular cluster, CH17O11 overall at a distorted geometry, with ωB97M-V with the def2-TZVPD basis set.

Structure (XYZ):
```
29
Properties=species:S:1:pos:R:3:lowdin_charge:R:1
C -7.417 12.777 19.230 -0.77
O -7.749 13.963 19.450 -0.04
O -8.002 11.816 19.907 0.14
O -6.425 12.511 18.490 -0.02
H -8.623 12.168 20.514 0.12
O -9.095 15.257 17.580 -0.08
H -8.445 15.976 17.572 0.02
H -8.802 14.603 18.224 -0.02
O -6.611 9.813 17.837 -0.08
H -7.365 9.477 18.360 0.04
H -6.610 10.736 18.156 0.00
O -6.140 15.978 18.572 -0.04
H -6.685 15.251 18.892 -0.03
H -6.729 16.662 18.776 0.00
O -5.740 11.603 21.594 -0.04
H -5.250 12.412 21.650 0.00
H -6.466 11.844 21.016 -0.01
O -3.763 12.098 18.401 -0.07
H -4.673 12.294 18.511 -0.05
H -3.234 12.055 19.224 0.04
O -6.198 8.932 20.363 -0.10
H -6.217 9.905 20.590 0.02
H -5.963 8.878 19.439 -0.01
O -8.159 12.761 15.968 -0.03
H -8.048 13.308 15.227 0.00
H -7.665 13.056 16.728 -0.01
O -4.680 13.962 20.616 -0.07
H -5.614 14.115 20.326 0.04
H -4.235 14.476 19.929 0.05
```

The frontier orbital gap comes out at 10.1 eV. The HOMO energy comes out at -7.1352 eV. For the energy relative to the best compared isomer or geometry (same formula, charge and spin), the calculation gives 2.38 kcal per mole. Its net charge is -1. Its total energy is -876.0652 a.u.